Density functional theory data (ωB97M-V/def2-TZVPD) for a molecular structure, C3H4KLiO3.

Element x y z (Å)
H  1.67797  -1.69872  -0.73099
O  2.04375  0.29647  -0.30740
O  -1.32092  2.65777  0.26729
C  1.46420  -0.86623  -0.01735
C  -2.15709  1.88711  0.49996
H  1.71228  -1.26753  0.99473
K  1.46015  2.70838  -0.10349
Li  -2.57860  -0.56363  -1.37054
O  -0.88212  -0.86953  -1.13125
C  -0.36603  -0.64398  0.11855
H  -0.65451  -0.07071  1.03303
H  -0.39907  -1.56938  0.74744

HOMO-LUMO gap: 4.25 eV
total energy: -949.7805 Ha
largest force on an atom: 6.65 eV/Å
energy relative to the best compared isomer or geometry (same formula, charge and spin): 1.8719 eV
HOMO energy: -4.9 eV
multiplicity: 1

Density functional theory data (ωB97M-V/def2-TZVPD) for a molecular structure, C3H4KMgO4.

Element x y z (Å)
O  -0.58838  -4.14964  0.06935
C  -0.32472  -3.22139  -0.68431
C  1.71081  -0.64685  -0.54598
O  -1.14769  -2.34809  -1.13237
O  0.99752  -2.99954  -0.87808
C  1.53888  -1.83054  -1.48740
H  2.14560  -0.98166  0.41099
H  2.49366  -0.02169  -1.01181
H  2.53567  -2.12927  -1.83627
H  0.95656  -1.57856  -2.38754
O  0.52844  0.17179  -0.33529
Mg  -1.14940  -0.46265  -0.92504
K  0.87923  2.73032  0.96427

HOMO-LUMO gap: 6.29 eV
total energy: -1217.5434 Ha
largest force on an atom: 3.64 eV/Å
energy relative to the best compared isomer or geometry (same formula, charge and spin): 0.0000 eV
HOMO energy: -11.9 eV
charge: +1
multiplicity: 1

Density functional theory data (ωB97M-V/def2-TZVPD) for a molecular structure, C3H4LiO3Tm.

Element x y z (Å)
O  0.02726  0.20640  1.49552
C  -0.16873  0.89085  0.27291
C  0.38894  0.13979  -0.95427
C  -0.47777  -1.53408  -1.26342
O  -0.28919  -2.21713  -0.23222
O  -1.13754  -0.53030  -1.73098
Tm  -0.45297  0.99904  3.55094
Li  0.66125  -1.52078  1.16006
H  0.34959  1.86568  0.30292
H  -1.22640  1.17542  0.14400
H  1.01303  -0.23774  -1.78273
H  1.31252  0.76284  -0.96272

HOMO-LUMO gap (alpha / beta): 5.45 / 6.45 eV
total energy: -1434.2807 Ha
largest force on an atom: 6.91 eV/Å
energy relative to the best compared isomer or geometry (same formula, charge and spin): 3.5722 eV
HOMO energy (alpha / beta): -15.2 / -16.2 eV
charge: +2
multiplicity: 3
expectation value of S²: 2.007

Look up the energy relative to the best compared isomer or geometry (same formula, charge and spin) of the first one.
1.8719 eV

What is the multiplicity in the first record?
1

Please write out number 3 again, unchanged.
Density functional theory data (ωB97M-V/def2-TZVPD) for a molecular structure, C3H4LiO3Tm.

Element x y z (Å)
O  0.02726  0.20640  1.49552
C  -0.16873  0.89085  0.27291
C  0.38894  0.13979  -0.95427
C  -0.47777  -1.53408  -1.26342
O  -0.28919  -2.21713  -0.23222
O  -1.13754  -0.53030  -1.73098
Tm  -0.45297  0.99904  3.55094
Li  0.66125  -1.52078  1.16006
H  0.34959  1.86568  0.30292
H  -1.22640  1.17542  0.14400
H  1.01303  -0.23774  -1.78273
H  1.31252  0.76284  -0.96272

HOMO-LUMO gap (alpha / beta): 5.45 / 6.45 eV
total energy: -1434.2807 Ha
largest force on an atom: 6.91 eV/Å
energy relative to the best compared isomer or geometry (same formula, charge and spin): 3.5722 eV
HOMO energy (alpha / beta): -15.2 / -16.2 eV
charge: +2
multiplicity: 3
expectation value of S²: 2.007

Copy entry 3 word for word.
Density functional theory data (ωB97M-V/def2-TZVPD) for a molecular structure, C3H4LiO3Tm.

Element x y z (Å)
O  0.02726  0.20640  1.49552
C  -0.16873  0.89085  0.27291
C  0.38894  0.13979  -0.95427
C  -0.47777  -1.53408  -1.26342
O  -0.28919  -2.21713  -0.23222
O  -1.13754  -0.53030  -1.73098
Tm  -0.45297  0.99904  3.55094
Li  0.66125  -1.52078  1.16006
H  0.34959  1.86568  0.30292
H  -1.22640  1.17542  0.14400
H  1.01303  -0.23774  -1.78273
H  1.31252  0.76284  -0.96272

HOMO-LUMO gap (alpha / beta): 5.45 / 6.45 eV
total energy: -1434.2807 Ha
largest force on an atom: 6.91 eV/Å
energy relative to the best compared isomer or geometry (same formula, charge and spin): 3.5722 eV
HOMO energy (alpha / beta): -15.2 / -16.2 eV
charge: +2
multiplicity: 3
expectation value of S²: 2.007